Arrangement w

# C4H10NO2

2 unconnected molecules or ions with the total composition C4H10NO2 (ωB97M-V with the def2-TZVPD basis set, OMol25).

Results
* spin multiplicity: 1
* total charge: +1

Last column: Mulliken charge in e.
Element x y z (Å)
C: 2.886 -0.681 0.049  0.22
C: -1.759 0.887 1.042  -1.16
C: -0.876 0.395 -1.341  -1.31
C: -1.126 -0.026 0.085  1.18
N: -0.952 -1.309 0.186  -0.29
O: 3.649 0.424 0.189  -0.45
O: 1.679 -0.552 -0.075  -0.51
H: 3.473 -1.530 0.346  0.36
H: -1.660 2.000 0.864  0.37
H: -2.940 0.745 0.847  0.35
H: -1.644 0.461 2.087  0.34
H: -1.373 1.291 -1.479  0.43
H: 0.302 0.668 -1.416  0.31
H: -1.140 -0.346 -2.194  0.34
H: -0.540 -1.725 -0.620  0.20
H: 3.112 1.250 0.444  0.35
H: -1.091 -1.951 0.989  0.26

---

Arrangement x

# C4H10NO2

A gas-phase ion, C4H10NO2 (charge +1) (ωB97M-V with the def2-TZVPD basis set, OMol25).

Results
* spin multiplicity: 1
* total charge: +1
* SMILES: [NH3+]CCCC(=O)O

Last column: Mulliken charge in e.
Element x y z (Å)
N: 1.075 1.660 -0.344  -0.23
C: 1.641 0.558 0.504  -0.80
C: 0.622 0.057 1.513  -0.50
C: -0.785 -0.217 0.981  -0.55
C: -0.852 -0.630 -0.457  0.70
O: -0.358 0.032 -1.340  -0.64
O: -1.556 -1.723 -0.659  -0.42
H: 1.786 2.094 -0.930  0.35
H: 0.757 2.400 0.265  0.33
H: 0.299 1.235 -0.893  0.31
H: 1.917 -0.228 -0.197  0.36
H: 2.546 0.897 0.975  0.44
H: 1.055 -0.868 1.918  0.33
H: 0.547 0.783 2.360  0.32
H: -1.180 -1.040 1.577  0.29
H: -1.445 0.638 1.147  0.32
H: -1.433 -2.066 -1.565  0.39

---

Arrangement y

# C4H10NO2

A gas-phase ion, C4H10NO2 (charge +1) (ωB97M-V with the def2-TZVPD basis set, OMol25).

Results
* spin multiplicity: 1
* total charge: +1
* SMILES: C[N@@H+]1CO[C@@H](O)C1

Last column: Mulliken charge in e.
Element x y z (Å)
C: -1.314 1.124 0.936  -0.98
N: 0.025 0.846 0.456  -0.12
C: -0.029 0.764 -1.055  -0.35
O: -0.315 -0.507 -1.356  -0.37
C: 0.382 -1.491 -0.610  0.03
O: 1.623 -1.831 -0.925  -0.48
C: 0.644 -0.444 0.934  -0.70
H: -1.265 1.191 2.006  0.41
H: -1.606 2.147 0.505  0.37
H: -2.122 0.476 0.538  0.35
H: 0.667 1.689 0.808  0.47
H: -0.775 1.302 -1.564  0.39
H: 0.923 1.135 -1.319  0.41
H: -0.306 -2.324 -0.714  0.41
H: 1.491 -2.752 -1.375  0.43
H: 0.259 -1.030 1.852  0.32
H: 1.718 -0.294 0.883  0.43

---

Arrangement z

# C4H10NO2

A gas-phase ion, C4H10NO2 (charge +1) (ωB97M-V with the def2-TZVPD basis set, OMol25).

Results
* spin multiplicity: 1
* total charge: +1
* SMILES: C[C@@H]([NH3+])CC(=O)O

Last column: Mulliken charge in e.
Element x y z (Å)
C: -0.304 0.339 1.768  -1.28
C: -0.152 0.567 0.253  0.19
N: 0.672 1.862 -0.210  -0.31
C: 0.464 -0.490 -0.713  -0.50
C: -0.282 -1.767 -0.726  0.16
O: -0.044 -2.787 -0.160  -0.50
O: -1.303 -1.623 -1.592  -0.45
H: -0.669 1.098 2.482  0.38
H: -0.944 -0.550 2.047  0.35
H: 0.640 -0.034 2.184  0.37
H: -1.129 0.667 -0.260  0.32
H: 1.671 1.670 -0.038  0.38
H: 0.589 2.062 -1.232  0.38
H: 0.345 2.611 0.312  0.33
H: 0.417 -0.173 -1.704  0.48
H: 1.582 -0.897 -0.507  0.34
H: -1.551 -2.554 -1.904  0.36

---

Which one is most stable, and which one is least stable? arrangement x is the most stable of them, while arrangement y is the least stable.

---

Arrangement w

# C3H4O3

C3H4O3 in the gas phase (ωB97M-V with the def2-TZVPD basis set, OMol25).

Results
* spin multiplicity: 1
* SMILES: O=CC(O)C=O

Last column: Mulliken charge in e.
Element x y z (Å)
O: 1.559 0.037 1.247  -0.46
C: 0.692 -0.474 0.592  0.03
C: 0.162 0.112 -0.688  0.05
O: 0.045 -0.920 -1.654  -0.49
C: -1.080 1.029 0.294  -0.04
O: -1.411 0.431 1.283  -0.39
H: 0.132 -1.385 0.915  0.33
H: 0.796 0.863 -1.163  0.31
H: 0.169 -1.809 -1.271  0.34
H: -1.403 2.120 0.332  0.33

---

Arrangement x

# C3H4O3

A molecular structure, C3H4O3 (ωB97M-V with the def2-TZVPD basis set, OMol25).

Results
* spin multiplicity: 1

Last column: Mulliken charge in e.
Element x y z (Å)
O: -0.297 0.793 1.466  -0.53
C: 0.087 0.501 0.161  0.19
C: 0.767 -0.854 -0.030  -0.35
O: -0.129 -1.161 -1.130  -0.33
C: -0.926 -0.086 -0.847  0.48
O: -1.999 0.167 -1.297  -0.54
H: -0.548 1.723 1.522  0.33
H: 0.647 1.318 -0.314  0.27
H: 0.584 -1.533 0.806  0.23
H: 1.813 -0.867 -0.339  0.24

---

Arrangement y

# C3H4O3

A molecular structure, C3H4O3 (ωB97M-V with the def2-TZVPD basis set, OMol25).

Results
* spin multiplicity: 1

Last column: Mulliken charge in e.
Element x y z (Å)
O: 0.468 -0.352 1.583  -0.37
C: 0.424 0.466 0.117  -0.37
C: 0.501 -0.434 -1.095  -0.22
O: -0.798 0.091 -1.518  -0.31
C: -0.994 0.586 -0.246  0.49
O: -2.022 0.903 0.292  -0.60
H: -0.399 -0.164 2.003  0.38
H: 1.021 0.468 1.666  0.59
H: 0.451 -1.512 -0.911  0.19
H: 1.283 -0.186 -1.814  0.21

---

Which one is most stable, and which one is least stable? arrangement x is the most stable of them, while arrangement y is the least stable.

---

Arrangement w

# C3H4O3

C3H4O3 in the gas phase (ωB97M-V with the def2-TZVPD basis set, OMol25).

Results
* spin multiplicity: 1
* SMILES: O=C1OC[C@@H]1O

Last column: Mulliken charge in e.
Element x y z (Å)
O: 2.020 -1.296 -0.068  -0.53
C: 1.184 -0.465 0.086  0.39
O: 1.331 0.906 0.078  -0.32
C: -0.107 1.132 0.188  -0.33
C: -0.323 -0.326 -0.166  0.31
O: -1.487 -0.923 0.309  -0.51
H: -0.364 1.452 1.206  0.25
H: -0.508 1.838 -0.541  0.23
H: -0.156 -0.432 -1.250  0.19
H: -1.453 -1.885 0.282  0.33

---

Arrangement x

# C3H4O3

C3H4O3 in the gas phase (ωB97M-V with the def2-TZVPD basis set, OMol25).

Results
* spin multiplicity: 1
* SMILES: CC(=O)C(=O)O

Last column: Mulliken charge in e.
Element x y z (Å)
C: 1.167 0.265 0.119  -1.02
C: 0.036 -0.834 0.075  0.73
O: 0.433 -1.977 -0.179  -0.48
C: -1.500 -0.467 -0.014  0.47
O: -2.331 -1.291 0.146  -0.42
O: -1.553 0.908 -0.144  -0.56
H: 1.477 1.075 0.956  0.31
H: 2.159 -0.392 -0.078  0.28
H: 0.943 1.003 -0.684  0.28
H: -0.830 1.711 -0.198  0.41

---

Arrangement y

# C3H4O3

A molecular structure, C3H4O3 (ωB97M-V with the def2-TZVPD basis set, OMol25).

Results
* spin multiplicity: 1

Last column: Mulliken charge in e.
Element x y z (Å)
O: -0.251 0.923 -1.410  -0.56
C: 0.267 -0.136 -0.422  0.15
C: 0.719 0.389 0.903  -0.33
O: -0.231 -0.521 1.555  -0.33
C: -0.778 -0.867 0.339  0.50
O: -1.767 -1.486 0.104  -0.52
H: -0.941 0.507 -1.951  0.31
H: 0.794 -0.425 -1.403  0.32
H: 0.446 1.432 1.069  0.23
H: 1.741 0.185 1.215  0.23

---

Arrangement z

# C3H4O3

C3H4O3 in the gas phase (ωB97M-V with the def2-TZVPD basis set, OMol25).

Results
* spin multiplicity: 1
* SMILES: O=CC(O)C=O

Last column: Mulliken charge in e.
Element x y z (Å)
O: 0.774 -0.431 1.708  -0.46
C: 1.147 -0.260 0.569  -0.06
C: 0.120 -0.012 -0.525  0.19
O: -0.474 -1.295 -0.662  -0.51
C: -0.950 1.003 -0.131  0.00
O: -1.124 2.045 -0.710  -0.45
H: 2.193 -0.443 0.262  0.34
H: 0.560 0.285 -1.480  0.31
H: -0.656 -1.581 0.250  0.35
H: -1.589 0.689 0.719  0.29

---

Which one is most stable, and which one is least stable? arrangement w is the most stable of them, while arrangement x is the least stable.

---

Arrangement w

# C2H3NS2

C2H3NS2 in the gas phase (ωB97M-V with the def2-TZVPD basis set, OMol25).

Results
* spin multiplicity: 1
* SMILES: S=C/C=N\S

Last column: Mulliken charge in e.
Element x y z (Å)
S: 2.803 -0.419 -0.073  -0.19
C: 1.183 -0.439 0.012  -0.27
C: 0.319 0.754 -0.013  0.20
N: -0.962 0.778 -0.079  -0.39
S: -1.802 -0.735 -0.075  -0.14
H: 0.652 -1.427 0.144  0.24
H: 0.862 1.678 -0.039  0.39
H: -3.055 -0.190 0.123  0.18

---

Arrangement x

# C2H3NS2

C2H3NS2 in the gas phase (ωB97M-V with the def2-TZVPD basis set, OMol25).

Results
* spin multiplicity: 1
* SMILES: S=CNC=S

Last column: Mulliken charge in e.
Element x y z (Å)
S: -2.609 -0.581 -0.001  -0.29
C: -0.997 -0.638 -0.038  -0.07
N: -0.185 0.440 -0.063  -0.17
C: 1.186 0.427 -0.009  -0.03
S: 2.125 -0.878 -0.003  -0.31
H: -0.455 -1.572 -0.042  0.24
H: -0.645 1.368 0.167  0.31
H: 1.578 1.435 -0.012  0.32

---

Arrangement y

# C2H3NS2

A molecular structure, C2H3NS2 (ωB97M-V with the def2-TZVPD basis set, OMol25).

Results
* spin multiplicity: 1

Last column: Mulliken charge in e.
Element x y z (Å)
C: 2.707 0.053 -0.173  -0.32
C: -0.862 0.712 0.251  -0.17
H: 2.932 -1.080 -0.275  0.25
H: 3.548 0.911 0.229  0.20
H: -0.520 1.656 0.332  0.41
N: 1.626 0.571 -0.162  -0.21
S: 0.466 -0.588 0.161  0.07
S: -2.242 -0.042 -0.137  -0.24

---

Which one is most stable, and which one is least stable? arrangement x is the most stable of them, while arrangement y is the least stable.

---

Arrangement w

# C3H8N2O

C3H8N2O in the gas phase (ωB97M-V with the def2-TZVPD basis set, OMol25).

Results
* spin multiplicity: 1
* SMILES: NCCNC=O

Last column: Mulliken charge in e.
Element x y z (Å)
N: 0.360 -1.982 1.976  -0.47
C: 0.070 -0.722 1.344  -0.23
C: 0.031 -0.902 -0.175  -0.61
N: -0.450 0.286 -0.891  -0.17
C: -0.014 1.553 -0.835  0.05
O: -0.108 2.302 -1.808  -0.59
H: 1.110 -2.587 1.756  0.14
H: -0.125 -2.065 2.842  0.17
H: -0.879 -0.284 1.661  0.33
H: 0.822 0.049 1.574  0.19
H: -0.517 -1.805 -0.434  0.36
H: 0.993 -1.086 -0.684  0.29
H: -1.164 0.221 -1.600  0.24
H: 0.602 1.929 0.000  0.29

---

Arrangement x

# C3H8N2O

2 unconnected molecules or ions with the total composition C3H8N2O (ωB97M-V with the def2-TZVPD basis set, OMol25).

Results
* spin multiplicity: 1

Last column: Mulliken charge in e.
Element x y z (Å)
C: -0.118 -0.129 0.508  0.38
C: 1.075 0.231 -0.179  -0.61
C: -1.382 -0.466 -0.207  -1.12
N: 0.306 1.830 0.023  -0.56
N: 0.953 -2.032 0.599  -0.06
O: 0.580 -2.780 -0.241  -0.28
H: -0.170 0.005 1.584  0.32
H: 0.087 2.356 -0.819  0.17
H: 0.626 2.408 0.797  0.19
H: 1.127 0.028 -1.241  0.34
H: 2.008 0.283 0.370  0.31
H: -1.538 -1.551 -0.136  0.34
H: -1.327 -0.255 -1.275  0.28
H: -2.228 0.071 0.218  0.30

---

Arrangement y

# C3H8N2O

C3H8N2O in the gas phase (ωB97M-V with the def2-TZVPD basis set, OMol25).

Results
* spin multiplicity: 1

Last column: Mulliken charge in e.
Element x y z (Å)
C: -0.716 -1.336 0.670  -0.93
N: 0.328 -0.251 0.315  0.00
C: 1.365 -0.732 -0.631  -1.05
C: 0.016 1.203 0.012  0.52
O: 0.900 1.978 -0.273  -0.57
N: -1.287 1.488 0.145  -0.32
H: -1.503 -0.798 1.216  0.24
H: -1.081 -1.777 -0.258  0.17
H: 0.692 -0.366 1.257  0.37
H: 2.171 -0.001 -0.718  0.34
H: 1.709 -1.690 -0.243  0.44
H: 0.901 -0.883 -1.609  0.34
H: -1.584 2.420 -0.099  0.25
H: -1.958 0.733 0.200  0.21

---

Arrangement z

# C3H8N2O

A molecular structure, C3H8N2O (ωB97M-V with the def2-TZVPD basis set, OMol25).

Results
* spin multiplicity: 1

Last column: Mulliken charge in e.
Element x y z (Å)
C: -1.057 -0.937 0.521  -0.88
N: -0.090 0.126 0.254  -0.03
C: -0.671 1.273 -0.442  -0.88
C: 1.142 -0.409 -0.487  0.23
O: 1.091 -0.875 -1.603  -0.59
N: 2.014 -0.153 0.473  -0.53
H: -0.566 -1.733 1.089  0.30
H: -1.889 -0.536 1.105  0.32
H: -1.434 -1.347 -0.422  0.35
H: -1.016 0.970 -1.437  0.35
H: -1.511 1.666 0.135  0.32
H: 0.091 2.050 -0.549  0.30
H: 2.989 -0.387 0.326  0.21
H: 0.907 0.292 1.038  0.55

---

Which one is most stable, and which one is least stable? arrangement w is the most stable of them, while arrangement x is the least stable.

---

Arrangement w

# C3H8N2O

C3H8N2O in the gas phase (ωB97M-V with the def2-TZVPD basis set, OMol25).

Results
* spin multiplicity: 1
* SMILES: CC(=O)NCN

Last column: Mulliken charge in e.
Element x y z (Å)
C: -1.880 0.577 -0.154  -1.03
C: -0.797 0.078 0.673  0.68
O: -0.755 -1.014 1.388  -0.64
N: 0.340 0.771 0.371  -0.26
C: 1.420 -0.080 0.288  -0.65
N: 1.461 -0.921 -0.873  -0.71
H: -2.832 0.733 0.346  0.33
H: -2.001 0.013 -1.072  0.27
H: -1.606 1.519 -0.569  0.34
H: 0.285 1.586 -0.231  0.28
H: 1.465 -0.683 1.180  0.43
H: 2.256 0.592 0.371  0.43
H: 0.542 -1.514 -0.851  0.29
H: 2.102 -1.657 -0.867  0.25

---

Arrangement x

# C3H8N2O

2 unconnected molecules or ions with the total composition C3H8N2O (ωB97M-V with the def2-TZVPD basis set, OMol25).

Results
* spin multiplicity: 1
* SMILES: C=CN.NC=O

Last column: Mulliken charge in e.
Element x y z (Å)
C: -1.366 -1.800 0.198  -0.67
C: -1.771 -0.540 0.453  -0.14
N: -1.001 0.427 1.260  -0.50
H: -0.351 -2.033 0.034  0.29
H: -2.082 -2.492 0.028  0.31
H: -2.494 -0.171 -0.267  0.29
H: -1.402 0.758 2.108  0.23
H: -0.762 1.245 0.795  0.23
N: 2.074 -0.229 -0.405  -0.34
C: 1.160 0.550 -1.016  0.10
O: 0.668 1.562 -0.480  -0.63
H: 2.762 -0.670 -1.133  0.25
H: 2.206 -0.134 0.573  0.25
H: 1.119 0.357 -2.091  0.35

---

Which one is most stable, and which one is least stable? arrangement w is the most stable of them, while arrangement x is the least stable.